--- 1 ---
Computed, not measured: a 2-piece molecular cluster, C3H7NO2 overall, with ωB97M-V/def2-TZVPD.

```
! RIJCOSX wB97M-V def2-TZVPD def2/J DEFGRID3
* xyz 1 2
C -1.83 -0.70 0.61
C -2.05 0.52 -0.05
O -1.32 0.83 -1.10
H -0.97 -1.36 0.43
H -2.55 -1.18 1.28
H -2.98 1.20 0.09
H -1.68 1.68 -1.39
C 1.48 -0.47 0.06
N 2.58 0.19 -0.44
O 1.01 -0.57 1.17
H 0.83 -0.76 -0.80
H 3.47 0.31 0.02
H 2.29 0.89 -1.13
*
```

HOMO (spin up / spin down), Ha: -0.51582 / -0.51517
Orbital gap (spin up / spin down), Ha: 0.338 / 0.207
LUMO energy (spin up / spin down), eV: -4.8 / -8.4
Expectation value of S²: 0.755

=====

--- 2 ---
Computed, not measured: an isolated ion of composition C3H7NO2 and charge +1, with ωB97M-V/def2-TZVPD.

```
! RIJCOSX wB97M-V def2-TZVPD def2/J DEFGRID3
* xyz 1 2
C 0.59 -0.30 -0.49
N -0.43 0.29 0.33
C -1.46 -0.56 0.83
O -2.11 0.00 1.82
O -1.71 -1.60 0.28
C 1.49 0.74 -1.11
H 0.07 -0.83 -1.29
H 1.08 -1.10 0.09
H -0.08 0.92 1.05
H -2.63 -0.71 2.25
H 2.02 1.30 -0.35
H 2.24 0.34 -1.76
H 0.92 1.51 -1.64
*
```

HOMO (spin up / spin down), Ha: -0.63162 / -0.62320
Orbital gap (spin up / spin down), Ha: 0.502 / 0.270
LUMO energy (spin up / spin down), eV: -3.5 / -9.6
Expectation value of S²: 0.761

=====

Which of them is the most stable, and which is the least stable? 2 and 1, in that order.

=====

--- 1 ---
Computed, not measured: one molecule with the formula FH2O3PS, with ωB97M-V/def2-TZVPD.

```
! RIJCOSX wB97M-V def2-TZVPD def2/J DEFGRID3
* xyz 0 1
O 0.86 -0.69 0.15
P 0.00 0.40 0.73
O -0.37 1.20 -0.54
S -1.38 0.10 2.14
O 1.31 1.74 0.99
F 1.93 1.52 2.20
H 1.73 -0.22 0.10
H -0.82 2.12 -0.59
*
```

HOMO, Ha: -0.36154
Structure (SMILES): OP(O)(=S)OF
Orbital gap, Ha: 0.367
LUMO energy, eV: 0.1

=====

--- 2 ---
Computed, not measured: one molecule with the formula FH2O3PS, with ωB97M-V/def2-TZVPD.

```
! RIJCOSX wB97M-V def2-TZVPD def2/J DEFGRID3
* xyz 0 1
O 2.56 -1.07 -2.80
O 0.50 -1.76 -1.54
O 2.10 -0.65 -0.29
F 0.72 0.89 0.71
P 0.58 -0.34 -0.22
S 2.06 -1.85 -1.74
H -0.15 -0.81 0.80
H 0.01 0.40 -1.17
*
```

HOMO, Ha: -0.40199
Orbital gap, Ha: 0.401
LUMO energy, eV: 0.0

=====

Which of them is the most stable, and which is the least stable? 2 and 1, in that order.

=====

--- 1 ---
Computed, not measured: CH7N4 as an isolated structure, with ωB97M-V/def2-TZVPD.

```
! RIJCOSX wB97M-V def2-TZVPD def2/J DEFGRID3
* xyz 1 1
C 0.94 0.38 -0.73
N 2.00 0.44 -0.03
N 0.24 -1.34 0.54
N -0.09 -0.56 -0.42
N -1.58 0.45 -0.01
H 0.76 0.99 -1.65
H 2.85 0.92 -0.16
H -0.50 -2.07 0.64
H 0.97 -0.97 1.20
H -1.90 -0.16 0.84
H -1.35 1.37 0.43
H -2.33 0.55 -0.64
*
```

HOMO, Ha: -0.54376
Orbital gap, Ha: 0.356
LUMO energy, eV: -5.1

=====

--- 2 ---
Computed, not measured: a 2-piece molecular cluster, CH7N4 overall, with ωB97M-V/def2-TZVPD.

```
! RIJCOSX wB97M-V def2-TZVPD def2/J DEFGRID3
* xyz 1 1
C -0.99 0.46 -0.73
N -2.06 0.89 -0.21
N 1.57 0.10 -0.22
N -0.58 -0.85 -0.34
N -1.10 -1.21 0.70
H -0.30 0.93 -1.36
H -2.56 1.75 -0.45
H 1.92 -0.02 -1.14
H 2.01 0.95 0.00
H -1.11 -2.24 0.88
H 2.05 -0.55 0.38
H -1.62 -0.46 1.16
*
```

HOMO, Ha: -0.56513
Orbital gap, Ha: 0.339
LUMO energy, eV: -6.2

=====

Which of them is the most stable, and which is the least stable? 2 and 1, in that order.

=====

--- 1 ---
Computed, not measured: one molecule with the formula C4H6BrOP, with ωB97M-V/def2-TZVPD.

```
! RIJCOSX wB97M-V def2-TZVPD def2/J DEFGRID3
* xyz 0 1
C 1.01 1.69 0.03
C -0.29 1.56 0.30
P -0.97 -0.01 -0.40
O -0.87 -0.03 -1.87
Br -3.04 -0.08 0.35
C -0.22 -1.26 0.47
C 0.74 -1.88 -0.17
H 1.51 2.57 0.35
H 1.39 0.75 -0.39
H -0.95 2.32 0.62
H -0.64 -1.55 1.50
H 1.25 -2.62 0.39
H 1.08 -1.46 -1.19
*
```

HOMO, Ha: -0.37567
Structure (SMILES): C=CP(=O)(Br)C=C
Orbital gap, Ha: 0.387
LUMO energy, eV: 0.3

=====

--- 2 ---
Computed, not measured: a 2-piece molecular cluster, C4H6BrOP overall, with ωB97M-V/def2-TZVPD.

```
! RIJCOSX wB97M-V def2-TZVPD def2/J DEFGRID3
* xyz 0 1
C -0.72 -0.76 1.02
C -1.43 0.42 0.98
C 0.15 -1.03 -0.11
C 0.57 0.28 -0.81
O -0.78 2.68 -0.53
P -0.94 1.22 -0.51
Br 3.65 -0.04 -0.58
H -0.90 -1.31 1.92
H -2.20 0.59 1.68
H 1.00 -1.66 0.26
H -0.43 -1.50 -1.01
H 1.39 0.94 -0.47
H 0.63 0.18 -1.85
*
```

HOMO (spin up / spin down), Ha: -0.29541 / -0.38187
Orbital gap (spin up / spin down), Ha: 0.164 / 0.331
LUMO energy (spin up / spin down), eV: -3.6 / -1.4

=====

Which of them is the most stable, and which is the least stable? 1 and 2, in that order.

=====

--- 1 ---
Computed, not measured: a 2-piece molecular cluster, C2H10NO overall, with ωB97M-V/def2-TZVPD.

```
! RIJCOSX wB97M-V def2-TZVPD def2/J DEFGRID3
* xyz 1 1
O 2.49 0.38 0.01
H 3.23 0.31 0.63
H -0.67 1.23 -0.51
H 2.93 0.85 -0.73
C 0.01 -0.10 0.99
N -0.58 0.23 -0.35
C -1.80 -0.52 -0.63
H -0.75 0.04 1.75
H 0.61 -0.99 0.84
H 0.75 0.65 1.24
H 0.21 -0.01 -0.96
H -1.61 -1.59 -0.68
H -2.20 -0.24 -1.61
H -2.64 -0.26 0.01
*
```

HOMO, Ha: -0.58827
Orbital gap, Ha: 0.463
LUMO energy, eV: -3.4

=====

--- 2 ---
Computed, not measured: a 2-piece molecular cluster, C2H10NO overall, with ωB97M-V/def2-TZVPD.

```
! RIJCOSX wB97M-V def2-TZVPD def2/J DEFGRID3
* xyz 1 1
C -1.73 0.89 -0.58
C -0.81 0.75 0.60
N 0.11 -0.44 0.46
H -2.15 1.90 -0.63
H -1.35 0.67 -1.58
H -2.58 0.24 -0.52
H -0.15 1.61 0.65
H -1.39 0.66 1.50
H 0.83 -0.33 1.17
H 0.60 -0.45 -0.45
H -0.40 -1.32 0.57
H 3.46 -0.84 -0.77
H 2.86 -1.94 0.17
O 2.68 -1.38 -0.59
*
```

HOMO, Ha: -0.59188
Orbital gap, Ha: 0.459
LUMO energy, eV: -3.6

=====

Which of them is the most stable, and which is the least stable? 2 and 1, in that order.

=====

--- 1 ---
Computed, not measured: a 2-piece molecular cluster, C2H10NO overall, with ωB97M-V/def2-TZVPD.

```
! RIJCOSX wB97M-V def2-TZVPD def2/J DEFGRID3
* xyz 1 1
C 1.31 1.88 -0.63
O 0.42 0.82 -1.02
H -0.12 1.16 -1.72
H 2.34 1.61 -0.86
H 1.04 2.86 -1.02
H 1.20 2.04 0.45
C -1.41 -1.14 0.95
N -0.11 -1.46 0.22
H 0.34 -2.15 0.82
H -0.45 -1.89 -0.64
H 0.51 -0.65 0.11
H -2.02 -0.51 0.31
H -1.18 -0.49 1.79
H -1.86 -2.08 1.24
*
```

HOMO, Ha: -0.55250
Orbital gap, Ha: 0.422
LUMO energy, eV: -3.6

=====

--- 2 ---
Computed, not measured: C2H10NO as an isolated structure, with ωB97M-V/def2-TZVPD.

```
! RIJCOSX wB97M-V def2-TZVPD def2/J DEFGRID3
* xyz 1 1
C 2.73 -0.66 0.06
N 1.54 0.06 -0.53
C -3.11 0.35 -0.39
H 2.68 -0.71 1.20
H 2.78 -1.61 -0.31
H 3.64 -0.06 -0.26
H -2.40 1.32 -0.37
H 0.06 0.08 1.89
H -2.49 -0.49 0.16
H -3.25 0.12 -1.43
H -4.16 0.50 0.07
H 1.87 0.79 -1.17
H 0.52 0.16 0.10
O -0.40 0.16 0.98
*
```

HOMO, Ha: -0.56847
Orbital gap, Ha: 0.178
LUMO energy, eV: -10.6

=====

--- 3 ---
Computed, not measured: a 2-piece molecular cluster, C2H10NO overall, with ωB97M-V/def2-TZVPD.

```
! RIJCOSX wB97M-V def2-TZVPD def2/J DEFGRID3
* xyz 1 1
C -0.53 1.20 1.34
N 0.05 0.38 0.25
C 0.61 1.19 -0.83
H -0.45 2.29 1.33
H -1.72 0.89 1.46
H 0.11 1.07 2.31
H -0.63 -0.40 -0.10
H 0.89 -0.21 0.65
H -0.08 1.60 -1.55
H 1.24 0.57 -1.55
H 1.21 1.96 -0.44
H -0.66 -3.01 -0.20
H 0.53 -2.75 -1.25
O -0.15 -2.37 -0.69
*
```

HOMO, Ha: -0.59592
Orbital gap, Ha: 0.467
LUMO energy, eV: -3.5

=====

Which of them is the most stable, and which is the least stable? 1 and 2, in that order.

=====

--- 1 ---
Computed, not measured: a 2-piece molecular cluster, CH5O2PS overall, with ωB97M-V/def2-TZVPD.

```
! RIJCOSX wB97M-V def2-TZVPD def2/J DEFGRID3
* xyz 0 1
C -0.90 1.72 1.03
O 1.79 -1.07 -0.24
O 0.24 -2.24 -1.55
P 0.34 -1.64 -0.03
S -1.08 1.05 -0.54
H -0.31 2.65 1.02
H -0.25 1.02 1.62
H -1.77 1.91 1.62
H 2.46 -1.41 -0.87
H -0.52 -2.00 -2.06
*
```

HOMO (spin up / spin down), Ha: -0.29512 / -0.28116
Orbital gap (spin up / spin down), Ha: 0.271 / 0.240
LUMO energy (spin up / spin down), eV: -0.7 / -1.1

=====

--- 2 ---
Computed, not measured: CH5O2PS as an isolated structure, with ωB97M-V/def2-TZVPD.

```
! RIJCOSX wB97M-V def2-TZVPD def2/J DEFGRID3
* xyz 0 1
C 1.15 0.94 -0.69
O -0.13 0.56 -0.47
O -0.39 -0.90 -0.70
P -0.67 -1.14 0.90
S -2.67 -0.94 1.23
H 1.82 0.74 0.14
H 1.07 1.92 -0.86
H 1.53 0.24 -1.45
H -0.84 -2.62 0.72
H -2.42 -0.16 2.31
*
```

HOMO, Ha: -0.34030
Orbital gap, Ha: 0.373
LUMO energy, eV: 0.9

=====

Which of them is the most stable, and which is the least stable? 1 and 2, in that order.

=====

--- 1 ---
Computed, not measured: one molecule with the formula CH3Br2PS, with ωB97M-V/def2-TZVPD.

```
! RIJCOSX wB97M-V def2-TZVPD def2/J DEFGRID3
* xyz 0 1
C 0.14 0.87 -1.12
S 0.48 0.79 0.67
P -0.87 -0.69 1.20
Br 0.37 -2.85 0.30
Br -0.37 -0.83 3.32
H -0.86 1.27 -1.28
H 0.25 -0.11 -1.56
H 0.88 1.55 -1.53
*
```

HOMO, Ha: -0.34521
Structure (SMILES): CSP(Br)Br
Orbital gap, Ha: 0.302
LUMO energy, eV: -1.2

=====

--- 2 ---
Computed, not measured: one molecule with the formula CH3Br2PS, with ωB97M-V/def2-TZVPD.

```
! RIJCOSX wB97M-V def2-TZVPD def2/J DEFGRID3
* xyz 0 1
C -0.39 -0.76 -0.80
P -0.92 0.17 0.73
S 1.12 3.51 0.66
Br -0.46 -1.46 2.08
Br 1.57 1.49 0.98
H -0.16 -1.88 -0.61
H -1.27 -0.73 -1.56
H 0.51 -0.36 -1.48
*
```

HOMO (spin up / spin down), Ha: -0.31277 / -0.28876
Orbital gap (spin up / spin down), Ha: 0.254 / 0.201
LUMO energy (spin up / spin down), eV: -1.6 / -2.4

=====

Which of them is the most stable, and which is the least stable? 1 and 2, in that order.